#P
Entry from the Open Molecules 2025 dataset: a single C5H14N2 molecule (the ωB97M-V functional and the def2-TZVPD basis).

Structure (ORCA input):
```
! wB97M-V def2-TZVPD RIJCOSX def2/J DEFGRID3
* xyz 0 1
C -0.83107 1.55588 -0.66970
C 0.44811 0.91119 -1.22790
C 0.90735 -0.31717 -0.43600
C -0.03445 -1.53736 -0.48243
N -0.63664 -2.01422 0.77730
C 0.17344 -1.87778 1.97704
N -0.70721 2.86693 -0.02770
H -1.58923 1.64758 -1.44532
H -1.25201 0.88293 0.08378
H 0.31375 0.72860 -2.29188
H 1.28211 1.61174 -1.11371
H 1.91933 -0.59392 -0.74425
H 1.11439 0.08001 0.56340
H -0.83296 -1.24840 -1.10224
H 0.48970 -2.37099 -0.94909
H -1.52152 -1.54302 0.84273
H 0.19776 -0.83236 2.31014
H -0.06064 -2.63474 2.70857
H 1.21850 -1.97724 1.67941
H 0.24287 3.06350 0.26886
H -0.84157 3.59885 -0.72100
*
```

Summary:
LUMO ... 1.075 eV
Gap between HOMO and LUMO ... 9.66 eV
Highest occupied orbital energy ... -8.584 eV

#Q
Entry from the Open Molecules 2025 dataset: a molecular structure, C5H14N2 (the ωB97M-V functional and the def2-TZVPD basis).

Structure (ORCA input):
```
! wB97M-V def2-TZVPD RIJCOSX def2/J DEFGRID3
* xyz 0 1
C 0.89492 0.20590 0.43633
C 0.50595 -1.06250 -0.18876
C -1.64962 0.01040 -1.33511
C -1.83448 -0.53082 1.04954
C 0.99550 1.50786 -0.31838
N -1.03493 -0.54989 -0.15275
N 2.60167 -0.50858 0.42480
H 0.70451 0.30699 1.50162
H 3.26366 0.26368 0.38538
H 2.74593 -0.96542 1.32453
H 0.55052 -1.93324 0.45898
H 0.79635 -1.18986 -1.22854
H -1.88106 1.07555 -1.22017
H -2.10116 0.49458 1.33247
H -2.58672 -0.51193 -1.56695
H -1.00089 -0.08844 -2.20905
H -2.76158 -1.10083 0.90796
H -1.29558 -0.99115 1.88252
H 0.08103 2.09781 -0.21306
H 1.21660 1.34092 -1.37465
H 1.78939 2.12897 0.10330
*
```

Summary:
LUMO ... 0.977 eV
Gap between HOMO and LUMO ... 8.32 eV
Highest occupied orbital energy ... -7.348 eV

Stability summary - winner: #P; margin: 0.0774 hartree.

#P
Entry from the Open Molecules 2025 dataset: 3 unconnected molecules or ions with the total composition C5H14N2 (the ωB97M-V functional and the def2-TZVPD basis).

Structure (ORCA input):
```
! wB97M-V def2-TZVPD RIJCOSX def2/J DEFGRID3
* xyz 0 1
C -1.45631 0.77607 0.97475
C 1.11218 -2.24217 -0.12443
N -0.24828 0.56964 0.17722
C -0.18389 -1.73612 0.40338
C -1.20022 -2.44774 0.84935
H 0.63331 0.47021 0.64267
H -1.41472 0.18627 1.88619
H -2.31989 0.45817 0.39559
H -1.53113 1.83575 1.21356
H 1.33478 -1.83324 -1.11782
H 1.94578 -1.94757 0.52322
H 1.13465 -3.33880 -0.21178
H -2.12135 -2.00106 1.21780
H -1.17645 -3.54340 0.88253
C 1.31246 2.37030 -1.24470
N 0.18547 2.51373 -0.34340
H -0.64481 2.69769 -0.91138
H -0.30266 0.17068 -0.74006
H 2.20658 2.09012 -0.67771
H 1.18881 1.62746 -2.05554
H 1.54569 3.32401 -1.73945
*
```

Summary:
LUMO (alpha / beta) ... 0.797 / 0.629 eV
Gap between HOMO and LUMO (alpha / beta) ... 7.86 / 7.65 eV
Highest occupied orbital energy (alpha / beta) ... -7.060 / -7.026 eV

#Q
Entry from the Open Molecules 2025 dataset: 2 unconnected molecules or ions with the total composition C5H14N2 (the ωB97M-V functional and the def2-TZVPD basis).

Structure (ORCA input):
```
! wB97M-V def2-TZVPD RIJCOSX def2/J DEFGRID3
* xyz 0 1
C 0.08268 0.69003 0.05534
N 1.22255 -0.22360 -0.22168
C 1.31339 -1.37410 0.71070
C 2.41311 0.57738 -0.11982
C -1.23229 -0.03031 -0.30676
C -1.93565 -0.31938 1.05348
N -2.05774 0.76658 -1.23736
H 0.11610 1.49511 -0.68352
H -0.08215 1.20987 1.00853
H 0.37859 -1.93775 0.80557
H 2.06384 -2.08612 0.36468
H 1.58150 -0.99695 1.71118
H 2.74153 0.81166 0.89990
H 2.22154 1.52572 -0.62347
H 3.27299 0.12841 -0.63543
H -1.06123 -1.03614 -0.69566
H -2.19278 0.67779 1.42113
H -2.81412 -0.93604 0.88678
H -1.18834 -0.76218 1.68483
H -2.30675 0.15805 -2.00143
H -0.49678 0.58279 -2.25271
*
```

Summary:
LUMO ... -0.668 eV
Gap between HOMO and LUMO ... 8.37 eV
Highest occupied orbital energy ... -9.041 eV

#R
Entry from the Open Molecules 2025 dataset: a molecular structure, C5H14N2 (the ωB97M-V functional and the def2-TZVPD basis).

Structure (ORCA input):
```
! wB97M-V def2-TZVPD RIJCOSX def2/J DEFGRID3
* xyz 0 1
C 1.76680 0.15266 -1.17379
C 1.06645 -0.19801 0.13947
C 0.05244 0.85340 0.59658
C -1.10546 1.11045 -0.38934
C -1.81043 -0.23001 -0.79226
N -1.90025 -1.22742 0.20276
N 2.06111 -0.54950 1.15793
H 2.40399 -0.68545 -1.44684
H 2.37091 1.05445 -1.06675
H 1.03094 0.26832 -1.97129
H 0.50561 -1.11728 -0.03334
H 0.56970 1.76376 0.90895
H -0.46382 0.40463 1.44932
H -1.85469 1.71758 0.12918
H -0.75361 1.59634 -1.30018
H -1.22106 -0.60917 -1.63667
H -2.76796 0.04809 -1.25846
H -2.94220 -0.24507 1.38756
H -2.56803 -0.90336 1.10634
H 1.62774 -1.14597 1.84472
H 2.40733 0.27338 1.63809
*
```

Summary:
LUMO ... -1.328 eV
Gap between HOMO and LUMO ... 7.39 eV
Highest occupied orbital energy ... -8.715 eV

Stability summary - winner: #Q; margin: 0.0091 hartree.

#P
Entry from the Open Molecules 2025 dataset: a single C5H14N2 molecule (the ωB97M-V functional and the def2-TZVPD basis).

Structure (ORCA input):
```
! wB97M-V def2-TZVPD RIJCOSX def2/J DEFGRID3
* xyz 0 1
C -0.92835 0.78582 -1.61447
N -0.45429 0.43060 -0.21001
C 0.98478 0.52461 -0.07967
C 1.48351 0.16612 1.20990
C 1.54568 -1.36793 1.15964
N 0.09617 -1.85457 1.35351
C -2.43173 1.21923 -1.64122
H -0.74379 -0.29259 -2.08295
H -0.33709 1.73489 -2.02141
H -0.87755 0.99367 0.52713
H 1.37692 -0.13194 -0.83580
H 1.21341 1.44993 -0.48761
H 2.36690 0.70856 1.43448
H 0.88623 0.51297 2.06729
H 1.81869 -1.83167 0.13418
H 2.25256 -1.77970 1.97562
H -0.41225 -1.06992 1.74133
H -0.37869 -2.08659 0.49646
H -2.82544 1.07619 -2.74944
H -2.96054 0.47373 -1.12604
H -2.79585 2.24310 -1.28288
*
```

Summary:
LUMO ... 1.047 eV
Gap between HOMO and LUMO ... 9.11 eV
Highest occupied orbital energy ... -8.068 eV

#Q
Entry from the Open Molecules 2025 dataset: a single C5H14N2 molecule (the ωB97M-V functional and the def2-TZVPD basis).

Structure (ORCA input):
```
! wB97M-V def2-TZVPD RIJCOSX def2/J DEFGRID3
* xyz 0 1
C 1.37008 1.32096 1.44614
C 1.74806 0.59348 0.14444
C 0.82703 1.08642 -0.95261
C -0.70079 0.93604 -0.51804
N -0.97567 -0.40606 0.25571
C -1.44773 -1.59044 -0.66850
N -1.78194 -2.68448 0.14825
H 1.76110 0.74766 2.26475
H 1.78314 2.37707 1.47444
H 0.29745 1.60287 1.57047
H 2.77983 1.09348 -0.00375
H 1.96606 -0.49942 0.15355
H 1.21776 0.75014 -2.00705
H 0.96112 2.25141 -0.96900
H -1.10600 1.67378 0.22707
H -1.17802 0.80809 -1.42289
H -1.32974 -0.67600 1.18921
H -0.55494 -1.71772 -1.34304
H -2.13655 -1.07488 -1.24565
H -0.93687 -3.29720 0.40246
H -2.56336 -3.29520 -0.14595
*
```

Summary:
LUMO ... 1.086 eV
Gap between HOMO and LUMO ... 8.90 eV
Highest occupied orbital energy ... -7.816 eV

#R
Entry from the Open Molecules 2025 dataset: a molecular structure, C5H14N2 (the ωB97M-V functional and the def2-TZVPD basis).

Structure (ORCA input):
```
! wB97M-V def2-TZVPD RIJCOSX def2/J DEFGRID3
* xyz 0 1
C 0.45729 0.24502 0.87578
N 0.84801 1.13504 -0.19955
C 2.32003 1.35561 -0.09857
C 0.28286 -1.29059 0.39685
C -0.83076 -1.27465 -0.65099
C -1.94905 -0.28175 -0.53693
N -2.89771 -0.44055 0.59386
H 1.38212 0.09015 1.54253
H -0.43268 0.59047 1.58631
H 2.93444 2.25242 -1.70728
H 2.88155 0.41361 0.08383
H 2.65728 1.89605 -1.03712
H 2.62708 1.93492 0.81774
H 1.22122 -1.63569 -0.08599
H 0.28827 -1.93454 1.21468
H -0.10158 -0.69273 -1.36215
H -1.04146 -2.32987 -1.15288
H -2.34938 -0.14931 -1.47032
H -1.61104 0.71685 -0.50857
H -2.93119 0.33898 1.18186
H -3.75527 -0.93945 0.51692
*
```

Summary:
LUMO ... -1.796 eV
Gap between HOMO and LUMO ... 5.56 eV
Highest occupied orbital energy ... -7.356 eV

Stability summary - winner: #P; margin: 0.0147 hartree.

#P
Entry from the Open Molecules 2025 dataset: a single C5H14N2 molecule (the ωB97M-V functional and the def2-TZVPD basis).

Structure (ORCA input):
```
! wB97M-V def2-TZVPD RIJCOSX def2/J DEFGRID3
* xyz 0 1
C 0.82742 -2.63621 1.59953
C 0.52336 -1.71830 0.38619
C 1.05179 -0.28950 0.63570
C 0.00067 0.80399 0.72335
N -0.85057 0.84084 -0.46635
C -1.03292 2.10015 -1.10142
N -1.09708 1.93030 -2.55141
H 1.80384 -2.44059 2.03686
H 0.03678 -2.49126 2.32102
H 0.78733 -3.70295 1.35571
H 1.05847 -2.07813 -0.48280
H -0.56096 -1.69904 0.28090
H 1.72721 -0.00875 -0.17476
H 1.72805 -0.18211 1.49536
H -0.57581 0.71494 1.64730
H 0.54703 1.74507 0.75919
H -0.58152 0.08756 -1.08039
H -0.21218 2.81480 -0.91868
H -1.92579 2.61199 -0.70425
H -1.75660 2.57199 -2.97928
H -1.49850 1.02523 -2.78176
*
```

Summary:
LUMO ... 1.197 eV
Gap between HOMO and LUMO ... 9.67 eV
Highest occupied orbital energy ... -8.477 eV

#Q
Entry from the Open Molecules 2025 dataset: a single C5H14N2 molecule (the ωB97M-V functional and the def2-TZVPD basis).

Structure (ORCA input):
```
! wB97M-V def2-TZVPD RIJCOSX def2/J DEFGRID3
* xyz 0 1
C 1.16055 -3.08189 0.28498
C 0.36937 -1.94580 0.92378
N -0.12702 -1.02930 -0.09560
C -1.23745 -0.12835 0.15334
C -0.83363 1.31940 0.21978
N -0.50242 1.84400 -1.13250
C 0.12715 3.16930 -0.98483
H 1.37655 -3.75303 1.13040
H 2.14757 -2.73351 -0.03390
H 0.68625 -3.66277 -0.49704
H 0.81874 -1.43254 1.78361
H -0.51985 -2.47157 1.29615
H 0.61681 -0.68543 -0.67648
H -1.62549 -0.36493 1.14824
H -2.09789 -0.29896 -0.50157
H -1.68920 1.93441 0.50555
H 0.01932 1.43400 0.90106
H 0.27463 1.29378 -1.48459
H -0.57772 3.97644 -0.79419
H 0.93306 3.17091 -0.25163
H 0.68068 3.44585 -1.89455
*
```

Summary:
LUMO ... 1.112 eV
Gap between HOMO and LUMO ... 9.50 eV
Highest occupied orbital energy ... -8.383 eV

Stability summary - winner: #P; margin: 0.0100 hartree.